No. 1
{
  "formula": "C10H28NO12P4",
  "method": "the ωB97M-V functional and the def2-TZVPD basis",
  "elements": ["C", "C", "C", "P", "C", "O", "O", "P", "N", "O", "O", "H", "H", "H", "H", "H", "H", "H", "H", "H", "H", "C", "O", "P", "O", "O", "C", "O", "C", "H", "H", "H", "H", "H", "H", "H", "H", "H", "C", "O", "P", "O", "O", "C", "O", "C", "H", "H", "H", "H", "H", "H", "H", "H", "H"],
  "xyz": [[8.28357, -1.17159, 3.06992], [6.98175, -2.11436, 3.28526], [6.08007, -2.15531, 1.94159], [4.52438, -1.09062, 2.14477], [3.44237, -2.04705, 3.40216], [3.96120, -2.66721, 4.39091], [2.07830, -2.00497, 3.16482], [4.99754, 0.87527, 3.01826], [3.69691, 1.78357, 2.76946], [5.47199, 0.77441, 4.64930], [6.28926, 1.58969, 2.15660], [9.07411, -1.53374, 3.81913], [7.99712, -0.07452, 3.26905], [8.68391, -1.20273, 1.99389], [7.29169, -3.15360, 3.65566], [6.33999, -1.64117, 4.10096], [5.75692, -3.24434, 1.71844], [6.73293, -1.81660, 1.05670], [2.97183, 1.21347, 2.30402], [4.73195, 0.96912, 5.26364], [6.46116, 0.99610, 1.39155], [-1.39811, -1.88144, -0.77620], [-2.12475, -0.83551, -0.14958], [-1.52176, 0.76935, -0.27252], [-1.49194, 0.67580, -1.79882], [-0.07833, 0.30343, 0.34663], [-0.03852, -0.09795, 1.71587], [-0.94252, 2.38911, -0.33409], [-1.85313, 3.33894, -0.87321], [-2.06769, -2.41399, -1.45483], [-0.52949, -1.52913, -1.33208], [-1.05853, -2.57608, -0.00388], [0.46004, -1.06606, 1.78462], [-1.03986, -0.18059, 2.14518], [0.53614, 0.63451, 2.28452], [-2.82491, 3.25531, -0.38339], [-1.96192, 3.19354, -1.95008], [-1.45161, 4.33892, -0.69677], [-7.42280, -0.25956, -1.70351], [-6.25739, -0.61019, -2.43289], [-5.54249, 0.57210, -3.45531], [-5.44299, 1.56046, -2.29552], [-6.96213, 0.78163, -4.25780], [-7.43164, -0.28909, -5.06412], [-4.80788, 1.71438, -4.50868], [-3.43959, 1.98570, -4.23200], [-7.24056, -0.44648, -0.64381], [-7.71860, 0.78068, -1.83866], [-8.24385, -0.90111, -2.03525], [-8.46969, -0.49902, -4.79887], [-6.83862, -1.19537, -4.92509], [-7.38898, 0.01000, -6.11310], [-2.87691, 1.05488, -4.15105], [-3.34756, 2.56050, -3.30906], [-3.03040, 2.57854, -5.05277]],
  "mulliken_charge": [-0.94, -0.27, -0.74, -0.25, 0.50, -0.63, -0.66, 0.94, -0.87, -0.55, -0.51, 0.30, 0.22, 0.25, 0.37, 0.24, 0.31, 0.42, 0.20, 0.33, 0.33, -0.73, -0.48, 1.22, -0.66, -0.28, -0.65, -0.31, -0.52, 0.23, 0.34, 0.30, 0.23, 0.37, 0.22, 0.33, 0.13, 0.30, -0.71, -0.46, 1.29, -0.66, -0.36, -0.76, -0.34, -0.54, 0.25, 0.34, 0.26, 0.22, 0.36, 0.28, 0.33, 0.14, 0.30],
  "e_tot_ha": -2720.737716,
  "e_homo_ha": -0.1795,
  "gap_ev": 3.707,
  "total_charge": -1
}



No. 2
{
  "formula": "C10H29N3O7PS3",
  "method": "the ωB97M-V functional and the def2-TZVPD basis",
  "elements": ["C", "C", "S", "C", "N", "C", "N", "N", "P", "O", "H", "H", "H", "H", "H", "H", "H", "H", "H", "H", "H", "H", "H", "O", "S", "O", "O", "C", "C", "C", "H", "H", "H", "H", "H", "H", "H", "H", "O", "S", "O", "O", "C", "C", "C", "H", "H", "H", "H", "H", "H", "H", "H"],
  "xyz": [[6.10976, 0.69264, 4.88437], [4.91783, 1.73892, 4.93637], [4.27757, 1.90652, 3.21439], [2.68353, 2.82681, 3.22783], [1.49125, 1.98674, 3.55323], [1.48920, 1.51217, 4.90127], [1.32260, 2.42118, 5.99640], [1.60470, 0.21065, 5.12659], [1.78228, -0.93148, 3.75902], [3.21237, -1.41064, 3.61175], [6.76115, 0.73431, 5.80235], [6.69019, 0.87779, 3.94025], [5.63086, -0.32361, 4.79252], [4.10798, 1.30342, 5.58107], [5.21075, 2.71560, 5.41976], [2.77360, 3.69470, 3.93687], [2.53006, 3.20736, 2.17728], [0.60551, 2.42586, 3.29290], [0.60267, 3.10653, 5.72186], [0.84942, 1.85960, 6.72089], [1.57551, -0.14167, 6.08883], [0.84352, -1.98629, 4.04857], [1.37549, -0.37313, 2.51557], [0.10962, -0.55736, 0.78067], [-0.25428, -1.15268, -0.48327], [-0.09159, -0.44418, -1.72035], [-1.76319, -1.69963, -0.38596], [-2.79698, -0.79619, 0.02933], [-3.20730, 0.14402, -1.08775], [0.54060, -2.72601, -0.62641], [-2.48824, -0.24190, 0.92039], [-3.65175, -1.41191, 0.31328], [-2.40143, 0.83766, -1.33435], [-4.07997, 0.73084, -0.79520], [-3.44113, -0.41415, -1.99554], [0.38229, -3.28714, 0.29236], [1.60441, -2.54845, -0.78073], [0.12292, -3.25322, -1.48207], [-2.63734, -2.74990, -5.88412], [-2.43525, -1.35477, -5.60515], [-2.99547, -0.72988, -4.43784], [-2.84462, -0.49525, -6.90471], [-4.14967, -0.68598, -7.46241], [-5.21829, 0.02166, -6.65037], [-0.70187, -1.00599, -5.64940], [-4.37152, -1.75126, -7.56559], [-4.12329, -0.26328, -8.46791], [-5.33377, -0.43786, -5.66731], [-6.18199, -0.02528, -7.16031], [-4.95107, 1.06773, -6.48902], [-0.27904, -1.43625, -6.55484], [-0.24920, -1.46015, -4.76902], [-0.55937, 0.07281, -5.62630]],
  "mulliken_charge": [-1.00, -0.20, -0.07, -0.57, -0.13, -0.05, -0.45, -0.09, 0.42, -0.56, 0.34, 0.29, 0.25, 0.12, 0.40, 0.34, 0.38, 0.32, 0.33, 0.31, 0.28, 0.12, 0.25, -0.61, 1.13, -0.55, -0.31, -0.26, -0.88, -1.03, 0.22, 0.32, 0.26, 0.42, 0.19, 0.34, 0.39, 0.36, -0.67, 1.18, -0.54, -0.27, -0.36, -0.97, -0.87, 0.33, 0.27, 0.28, 0.39, 0.26, 0.35, 0.28, 0.31],
  "e_tot_ha": -2624.996900,
  "e_homo_ha": -0.4395,
  "gap_ev": 7.503,
  "total_charge": 1
}



No. 3
{
  "formula": "C10H29NO7Rb",
  "method": "the ωB97M-V functional and the def2-TZVPD basis",
  "elements": ["Rb", "C", "O", "C", "C", "N", "C", "C", "O", "C", "H", "H", "H", "H", "H", "H", "H", "H", "H", "H", "H", "H", "H", "H", "H", "O", "H", "H", "C", "C", "O", "O", "H", "H", "H", "H", "H", "H", "C", "C", "O", "O", "H", "H", "H", "H", "H", "H"],
  "xyz": [[0.57795, 0.60499, -0.67796], [-1.01185, -1.97585, 1.41305], [0.31292, -1.96656, 0.96056], [0.96012, -3.24392, 0.71539], [2.18082, -2.98942, -0.31629], [1.79449, -2.16494, -1.47810], [2.99344, -1.85683, -2.22187], [4.00247, -0.96369, -1.52238], [3.36209, 0.19676, -0.87372], [4.31920, 0.97067, -0.13233], [-1.66378, -2.10616, 0.54927], [-1.21978, -0.94980, 1.71651], [-1.28083, -2.63858, 2.23557], [0.41567, -4.14824, 0.44357], [1.33555, -3.48301, 1.71037], [2.53399, -3.99034, -0.56431], [2.87197, -2.47321, 0.35000], [1.30339, -2.76013, -2.12976], [2.58867, -1.50040, -3.16908], [3.39141, -2.84820, -2.43845], [4.73659, -0.65008, -2.26455], [4.46098, -1.51851, -0.70381], [5.16220, 1.25415, -0.76249], [4.72525, 0.33405, 0.65375], [3.77818, 1.81428, 0.29631], [0.96536, 2.70679, 1.32188], [1.02397, 3.43456, 0.70287], [0.93615, 3.12529, 2.18225], [-2.83640, 1.49512, -2.62436], [-3.13273, 0.03292, -2.09423], [-2.03417, -0.60114, -1.38669], [-2.51728, 2.30971, -1.46166], [-3.74364, 1.91644, -3.05737], [-1.97327, 1.60054, -3.28162], [-3.38654, -0.56972, -2.96630], [-4.03837, 0.02559, -1.48770], [-2.28339, -1.51967, -1.26103], [-2.92162, 3.14055, -1.72210], [-2.40446, 2.27676, 3.37460], [-2.75179, 2.26920, 1.86192], [-1.77084, 1.66130, 1.11221], [-3.50503, 2.64270, 4.08663], [-1.65510, 3.04407, 3.56895], [-2.03605, 1.35189, 3.81843], [-2.82859, 3.29037, 1.48854], [-3.69274, 1.79248, 1.58724], [-2.00875, 1.76532, 0.18799], [-4.03585, 1.86188, 4.26030]],
  "lowdin_spin": [0.56, 0.01, 0.00, 0.01, 0.00, 0.01, 0.01, 0.01, 0.01, 0.01, 0.00, 0.00, 0.00, 0.00, 0.00, 0.00, 0.00, 0.01, 0.01, 0.00, 0.00, 0.00, 0.00, 0.00, 0.01, 0.03, 0.03, 0.01, 0.04, 0.03, 0.02, 0.04, 0.01, 0.02, 0.01, 0.00, 0.01, 0.02, 0.01, 0.01, 0.01, 0.00, 0.00, 0.00, 0.01, 0.00, 0.00, 0.00],
  "e_tot_ha": -1003.735887,
  "multiplicity": 2,
  "e_homo_ha": [-0.0759, -0.3528],
  "gap_ev": [2.134, 9.759],
  "s_squared": 0.75
}



No. 4
{
  "formula": "C10H30ClIP3Pt",
  "method": "the ωB97M-V functional and the def2-TZVPD basis",
  "elements": ["C", "I", "H", "H", "H", "Pt", "P", "C", "C", "H", "H", "H", "H", "H", "H", "C", "H", "H", "H", "P", "C", "C", "H", "H", "H", "C", "H", "H", "H", "H", "H", "H", "Cl", "C", "P", "C", "C", "H", "H", "H", "H", "H", "H", "H", "H", "H"],
  "xyz": [[-1.93158, -3.11827, 1.24233], [0.08580, -3.67267, 2.31021], [-2.14011, -3.17323, 0.06032], [-2.98317, -2.73247, 1.75013], [-2.65473, -4.06283, 1.23909], [0.39021, 1.00406, -0.62069], [0.94325, 3.30333, -1.03239], [0.60224, 4.00536, 0.51198], [2.73597, 3.02944, -1.53700], [3.22327, 4.04142, -1.63196], [-0.00056, 4.85425, -2.51198], [2.74780, 2.45731, -2.50667], [-0.08270, 3.19097, -3.35465], [1.52958, 3.83510, 1.05601], [3.22635, 2.40039, -0.74327], [-0.22833, 3.76406, -2.38835], [0.49508, 5.05691, 0.25098], [-1.28813, 3.65416, -2.01915], [-0.29255, 3.56700, 0.96070], [0.44205, -2.35141, -0.87759], [0.08752, -4.33868, -0.33232], [-0.27868, -2.87944, -2.58257], [1.93553, -1.63299, -2.41605], [2.24906, -3.36482, -1.82785], [2.94034, -1.92694, -0.86579], [2.15243, -2.30132, -1.55810], [-0.08393, -2.10880, -3.35199], [0.33281, -3.77757, -2.81813], [0.58514, -4.88954, -1.19820], [-0.93931, -4.53194, 0.12208], [-1.35622, -3.22430, -2.68199], [0.64741, -4.76813, 0.56425], [0.45873, 0.55152, -2.83065], [-1.18466, -0.64803, 2.69028], [-0.60432, 0.63682, 1.46027], [-2.20430, 1.66738, 1.55904], [0.36303, 1.36703, 2.84670], [-1.58498, -1.52380, 2.17327], [-1.95431, -0.08574, 3.25360], [-0.54831, -1.08651, 3.50564], [-2.98019, 0.93071, 1.26173], [-2.43028, 1.94337, 2.61802], [-2.20160, 2.56791, 0.90429], [-0.14125, 1.24338, 3.83137], [1.25248, 0.71811, 2.84109], [0.66810, 2.40946, 2.67398]],
  "lowdin_spin": [0.01, 0.71, 0.00, 0.00, 0.00, 0.97, 0.30, 0.07, 0.04, 0.01, 0.01, 0.00, 0.00, 0.00, 0.00, 0.03, 0.02, 0.00, 0.01, 0.55, 0.27, 0.06, 0.00, 0.02, 0.00, 0.09, 0.00, 0.02, 0.03, 0.00, 0.00, 0.06, 0.37, 0.06, 0.17, 0.01, 0.04, 0.00, 0.00, 0.02, 0.00, 0.00, 0.00, 0.01, 0.00, 0.00],
  "e_tot_ha": -2298.846125,
  "multiplicity": 5,
  "e_homo_ha": [-0.6036, -0.6908],
  "relative_energy_kj_mol": 616.5,
  "gap_ev": [4.862, 5.112],
  "total_charge": 3,
  "s_squared": 6.02
}